Density functional theory data (the ωB97M-V functional and the def2-TZVPD basis) for a molecular structure, C38H41ClCsN4O4Sb.

Structure (XYZ):
```
90
Properties=species:S:1:pos:R:3:lowdin_charge:R:1
Cs -0.09 0.61 -0.23 1.066
Sb 3.54 -0.71 0.17 1.393
Cl -1.83 -6.15 -5.65 0.548
O 1.87 0.95 1.94 -0.313
O -2.35 -3.85 -0.27 -0.029
O 0.13 -2.43 -0.95 -0.098
O -1.78 0.41 -2.63 -0.252
N -0.08 2.72 -3.18 0.130
N -0.56 -0.82 2.37 -0.034
N -3.30 -0.32 1.06 0.040
N -1.67 3.36 -1.05 0.102
C -3.64 0.58 -1.13 -0.179
C 0.06 -0.91 3.47 -0.158
C -3.13 -0.44 -0.20 -0.207
C -1.12 -3.96 -2.32 -0.126
C -1.87 5.66 -1.81 -0.166
C 5.01 -2.06 -0.75 -0.465
C -1.47 -1.88 1.98 -0.248
C -2.51 3.61 -0.08 -0.128
C -0.51 4.01 -3.04 -0.255
C -5.37 2.22 -1.63 -0.145
C -2.93 -1.43 1.94 -0.220
C 1.04 0.03 4.01 -0.152
C 2.03 0.87 6.09 -0.150
C -1.96 -5.44 -4.04 -0.696
C -0.07 -3.02 -1.99 -0.231
C -3.14 -5.29 -1.95 -0.028
C -0.14 5.02 -3.90 -0.051
C -1.47 6.66 -2.72 -0.080
C -3.02 -5.83 -3.20 -0.144
C -3.56 1.85 -3.20 -0.054
C -1.37 4.34 -1.93 -0.158
C 4.89 0.13 1.64 -0.444
C 2.75 1.81 5.34 -0.136
C 3.19 -3.53 1.60 -0.179
C -4.72 2.50 -2.85 -0.131
C -2.93 0.89 -2.34 -0.463
C 5.06 -0.66 2.94 -0.184
C 2.51 -2.19 1.36 -0.420
C 1.20 0.01 5.40 -0.092
C -3.10 4.88 0.10 -0.047
C -2.77 5.89 -0.74 -0.030
C -4.81 1.26 -0.81 -0.086
C 1.84 0.94 3.22 -0.431
C -1.04 -4.53 -3.60 -0.103
C -0.61 6.34 -3.73 -0.116
C 6.17 -2.58 0.09 -0.213
C 2.65 1.85 3.97 -0.053
C -2.20 -4.31 -1.42 -0.400
H 2.29 -1.68 2.30 0.022
H -6.28 2.73 -1.36 0.074
H 5.55 -1.62 2.76 0.043
H 6.87 -3.18 -0.50 0.054
H -3.51 -2.32 1.66 0.104
H 5.85 0.31 1.15 0.031
H -3.75 -6.55 -3.56 0.088
H 0.37 2.53 -4.07 0.094
H -1.18 -2.27 1.00 0.064
H 3.22 2.57 3.39 0.098
H 3.39 2.52 5.85 0.085
H -3.23 -1.14 2.95 0.094
H -3.96 -5.57 -1.30 0.097
H 0.51 4.79 -4.74 0.098
H 4.43 -2.89 -1.17 0.029
H 0.65 -2.87 -2.83 0.116
H 2.51 -4.21 2.12 0.065
H 5.81 -3.21 0.91 0.037
H 5.67 -0.10 3.66 0.062
H -0.23 -4.23 -4.25 0.101
H 4.10 -0.85 3.41 0.056
H -1.42 -2.72 2.69 0.110
H 6.74 -1.76 0.54 0.046
H -0.30 7.10 -4.44 0.091
H -2.62 -1.31 -0.63 0.114
H 1.56 -2.32 0.84 0.011
H 0.62 -0.72 5.96 0.095
H -0.71 1.96 -2.90 0.024
H -3.06 2.09 -4.13 0.099
H -0.16 -1.77 4.13 0.116
H 5.40 -1.51 -1.62 0.019
H -2.75 2.79 0.59 0.110
H 2.11 0.83 7.17 0.073
H -3.81 5.03 0.91 0.100
H -1.86 7.67 -2.61 0.095
H 3.48 -4.02 0.67 0.054
H 4.08 -3.43 2.22 0.043
H -3.19 6.89 -0.62 0.106
H 4.45 1.11 1.86 0.013
H -5.29 1.00 0.13 0.098
H -5.14 3.24 -3.52 0.086
```

Results
charge	-2
ΔE to the lowest compared entry with this formula, charge and spin	5.8	kcal per mole
total energy	-2713.28322	Eh
LUMO	3.727	eV
gap between HOMO and LUMO	0.217	hartree